Below is a molecular structure, C8H27CoO7 in a non-equilibrium geometry, with properties calculated with the ωB97M-V functional and the def2-TZVPD basis.

## Properties
Spin multiplicity: 4
Total charge: -1
Energy above the lowest of the compared OMol25 structures with the same formula, charge and spin: 0.0 kcal per mole
HOMO-LUMO gap (spin up / spin down): 6.4 / 6.2 eV
E_tot: -60692.30737 eV
LUMO (spin up / spin down): 2.8 / 2.8 eV

Geometry (Å):
O1 25.403 5.581 12.055
H1 28.189 4.207 15.467
O2 23.415 3.621 13.845
O3 28.074 4.346 11.537
O4 28.516 4.412 14.585
H2 23.478 9.500 15.527
H3 22.542 3.217 13.854
C1 29.949 4.495 14.576
C2 24.294 2.685 13.263
Co1 27.021 5.400 13.125
H4 30.119 3.324 9.949
H5 26.473 9.596 14.938
C3 24.342 10.051 15.151
H6 27.953 2.362 11.898
H7 27.749 2.847 10.184
H8 25.565 8.533 16.029
H9 31.684 3.286 15.064
H10 30.267 2.942 16.043
H11 24.545 10.919 15.780
H12 30.245 4.801 13.577
C4 29.795 2.754 10.829
H13 30.235 5.306 15.260
O5 27.882 7.165 13.202
H14 25.149 0.774 13.838
H15 25.307 3.079 13.156
H16 28.527 4.953 10.942
H17 25.418 6.148 11.277
C5 25.510 9.076 15.067
H18 30.364 2.377 14.345
C6 30.593 3.193 15.033
C7 28.309 3.016 11.108
H19 30.425 3.051 11.667
H20 25.513 4.402 15.113
H21 23.400 0.952 14.142
H22 24.584 1.822 15.157
H23 29.977 1.702 10.595
O6 25.924 5.197 14.761
C8 24.365 1.470 14.151
H24 23.990 2.408 12.243
O7 25.253 8.175 14.026
H25 28.241 7.967 13.585
H26 24.093 10.382 14.140
H27 26.126 7.810 13.745

Results of the Mulliken charge analysis, in e, for atoms 1 through 6:
1. O -0.83
2. H 0.18
3. O -0.44
4. O -0.28
5. O -0.27
6. H 0.26

---

Below is C3H6O4 in the gas phase in a non-equilibrium geometry, with properties calculated with the ωB97M-V functional and the def2-TZVPD basis.

## Properties
Total charge: 0
Energy above the lowest of the compared OMol25 structures with the same formula, charge and spin: 36.5 kcal per mole
HOMO-LUMO gap: 11.5 eV
Structure (SMILES): OC(O)(O)[C@H]1CO1
E_tot: -11397.11217 eV
LUMO: 0.7 eV

Geometry (Å):
H1 0.014 1.106 1.471
H2 1.988 -1.258 0.457
H3 -1.517 -0.966 0.813
O1 1.249 -1.107 -0.147
H4 -2.510 -0.670 -0.704
C1 0.832 0.210 -0.028
O2 0.792 0.546 1.318
O3 1.670 1.076 -0.724
C2 -1.681 -0.370 -0.076
O4 -1.499 1.011 0.075
H5 2.517 1.146 -0.266
C3 -0.546 0.327 -0.676
H6 -0.515 0.533 -1.738

Results of the Mulliken charge analysis, in e, for atoms 1 through 6:
1. H 0.34
2. H 0.32
3. H 0.20
4. O -0.50
5. H 0.29
6. C 0.65

---

Below is 3 unconnected molecules or ions with the total composition C3H10N2O in a non-equilibrium geometry, with properties calculated with the ωB97M-V functional and the def2-TZVPD basis.

## Properties
Total charge: 0
Energy above the lowest of the compared OMol25 structures with the same formula, charge and spin: 127.9 kcal per mole
HOMO-LUMO gap: 9.5 eV
E_tot: -8295.95981 eV
LUMO: 1.1 eV

Geometry (Å):
H1 0.614 1.949 0.386
N1 -1.656 0.749 0.258
H2 -3.475 1.015 -0.213
H3 1.551 1.370 -0.999
C1 1.218 1.124 0.016
C2 0.434 -0.168 0.001
H4 1.647 -1.257 -1.416
H5 -0.114 -0.092 1.483
H6 2.030 -1.560 0.273
O1 -2.980 0.243 0.090
H7 2.101 1.020 0.646
C3 1.207 -1.389 -0.422
H8 0.585 -2.285 -0.436
H9 -1.014 0.343 1.485
H10 -1.297 -0.978 -0.675
N2 -0.850 -0.084 -0.477

Results of the Mulliken charge analysis, in e, for atoms 1 through 6:
1. H 0.36
2. N -0.43
3. H 0.36
4. H 0.32
5. C -1.31
6. C 0.57

---

Below is C24H34N2O4S in the gas phase in a non-equilibrium geometry, with properties calculated with the ωB97M-V functional and the def2-TZVPD basis.

## Properties
Total charge: 0
Energy above the lowest of the compared OMol25 structures with the same formula, charge and spin: 1.9 kcal per mole
HOMO-LUMO gap: 8.5 eV
Structure (SMILES): Cc1ccc(CS(=O)(=O)Cc2ccc(C(=O)NCCCN3C[C@H](C)C[C@H](C)C3)o2)cc1
E_tot: -47445.66154 eV
LUMO: 0.4 eV

Geometry (Å):
H1 0.862 -2.034 2.583
H2 -6.382 -1.924 -1.263
C1 -1.349 -2.555 -0.147
O1 0.716 1.408 -0.811
H3 -2.069 -0.919 4.405
H4 -4.167 -2.079 -0.003
H5 0.712 -1.504 -1.557
O2 2.595 -0.499 -1.375
H6 -4.672 -0.673 0.944
C2 2.392 2.105 1.191
C3 4.658 -0.177 -0.614
C4 -4.853 -0.395 -1.185
C5 1.424 1.225 1.891
C6 -3.115 3.064 -0.956
H7 -3.616 3.450 -0.070
H8 -4.358 -0.761 -2.092
C7 4.299 -1.522 -0.372
C8 2.053 -2.783 -0.738
C9 -1.823 -1.213 -0.717
H9 2.565 -0.571 1.628
C10 -0.722 0.923 2.933
S1 1.807 2.308 -0.550
H10 -2.202 -3.219 -0.003
C11 -0.527 -0.452 2.996
H11 4.061 2.486 -1.418
H12 -0.967 -0.543 -0.821
C12 1.638 -0.144 1.983
H13 -1.643 1.344 3.306
H14 4.891 -2.281 0.096
N1 0.847 -2.455 -1.246
H15 -1.607 1.157 0.291
H16 -3.187 1.237 1.092
C13 3.579 0.405 -1.229
H17 -6.833 -0.498 -0.327
H18 5.591 0.293 -0.377
H19 3.388 1.675 1.126
C14 -0.343 -3.249 -1.068
C15 -6.311 -0.839 -1.219
O3 1.574 3.704 -0.803
H20 -0.798 -3.434 -2.048
H21 -1.233 -2.333 3.744
H22 2.886 1.878 -2.622
H23 -2.062 3.330 -0.903
C16 0.234 1.751 2.380
H24 -2.250 -1.379 -1.718
H25 -5.185 1.559 -2.049
H26 -3.550 3.542 -1.832
H27 -5.284 1.513 -0.286
C17 3.021 -1.668 -0.844
C18 -4.136 -0.988 0.041
H28 -2.383 -1.432 2.747
C19 0.674 -0.971 2.528
H29 2.427 3.116 1.587
H30 -6.815 -0.425 -2.090
C20 3.252 1.788 -1.603
H31 0.056 2.815 2.311
C21 -4.734 1.129 -1.150
N2 -2.755 -0.567 0.192
H32 -0.025 -4.202 -0.639
H33 -2.727 1.195 -1.922
H34 -0.890 -2.375 0.823
C22 -2.659 0.881 0.201
C23 -1.612 -1.341 3.513
C24 -3.268 1.550 -1.039
O4 2.332 -3.856 -0.238

Results of the Mulliken charge analysis, in e, for atoms 1 through 6:
1. H 0.37
2. H 0.42
3. C 0.26
4. O -0.45
5. H 0.49
6. H 0.40

---

Below is 2 unconnected molecules or ions with the total composition C4H12 in a non-equilibrium geometry, with properties calculated with the ωB97M-V functional and the def2-TZVPD basis.

## Properties
Total charge: 0
Energy above the lowest of the compared OMol25 structures with the same formula, charge and spin: 11.9 kcal per mole
HOMO-LUMO gap: 12.8 eV
Structure (SMILES): CC.CC
E_tot: -4342.01092 eV
LUMO: 1.1 eV

Geometry (Å):
C1 -1.938 -1.338 -1.446
H1 -2.668 -2.131 -1.601
H2 1.706 1.185 2.886
H3 0.921 0.213 0.580
H4 -0.180 -1.791 -2.541
C2 0.699 1.193 0.983
H5 -2.217 -1.004 -0.436
H6 2.723 1.928 1.513
C3 1.755 1.747 1.971
H7 -0.321 1.219 1.319
H8 0.063 -1.012 -0.880
H9 0.780 1.951 0.205
C4 -0.465 -1.732 -1.481
H10 -0.170 -2.699 -1.111
H11 -2.064 -0.506 -2.147
H12 1.377 2.776 2.187

Results of the Mulliken charge analysis, in e, for atoms 1 through 6:
1. C -0.85
2. H 0.33
3. H 0.31
4. H 0.13
5. H 0.25
6. C -0.74

---

Below is a molecular structure, C24H38NO2P3Zr in a non-equilibrium geometry, with properties calculated with the ωB97M-V functional and the def2-TZVPD basis.

## Properties
Total charge: +4
HOMO-LUMO gap (spin up / spin down): 4.5 / 4.4 eV
E_tot: -60194.20239 eV
LUMO (spin up / spin down): -15.2 / -15.2 eV

Geometry (Å):
H1 3.254 2.561 -1.549
H2 -0.379 -4.337 -2.327
H3 3.483 2.279 0.188
N1 0.544 0.459 0.897
C1 -0.954 0.026 -3.319
H4 -1.157 4.701 -0.589
C2 0.498 -0.017 4.351
H5 -3.790 3.927 1.137
H6 5.019 -0.612 0.296
H7 3.611 -1.716 0.396
H8 1.588 -2.256 6.673
C3 0.705 -0.085 1.928
C4 -2.127 -3.846 0.061
H9 -1.892 1.679 2.951
H10 0.348 -0.083 6.489
P1 -1.661 2.803 0.839
C5 1.609 -1.911 3.278
P2 -1.977 -2.786 -1.398
C6 -3.459 3.007 0.638
H11 -1.960 3.459 3.165
H12 1.074 -0.430 -3.902
C7 0.610 -1.625 -1.134
C8 0.913 1.586 -3.110
C9 3.980 -0.461 -2.450
H13 1.932 -2.411 2.363
C10 -1.460 2.637 2.638
C11 0.721 -0.597 5.598
H14 -0.015 0.939 4.255
C12 3.748 1.916 -0.813
H15 1.962 1.819 -3.270
H16 -4.172 -3.430 -2.149
C13 -1.823 1.000 -2.795
H17 -2.028 3.020 -2.055
C14 0.413 0.323 -3.478
C15 0.049 2.557 -2.555
H18 -2.655 -3.302 0.854
H19 -1.352 -0.934 -3.642
H20 -3.700 3.052 -0.431
C16 1.403 -1.814 5.691
H21 4.836 1.952 -0.951
Zr1 -0.137 0.688 -1.313
H22 -1.460 5.219 1.108
C17 -0.988 4.461 0.469
C18 -1.331 2.267 -2.420
C19 3.927 -0.667 0.398
H23 3.617 -0.214 1.346
H24 2.379 -3.424 4.596
P3 3.125 0.205 -0.981
H25 -3.969 2.138 1.072
O1 1.220 -2.578 -0.845
H26 -2.043 -4.622 -2.957
C20 1.850 -2.473 4.535
H27 -1.054 -3.256 -3.572
H28 0.438 3.529 -2.248
H29 0.094 4.445 0.647
H30 -0.391 2.635 2.880
H31 5.069 -0.392 -2.319
C21 -3.682 -2.471 -1.943
H32 3.688 -1.512 -2.575
O2 -2.810 -0.468 0.766
H33 -1.118 -4.094 0.413
H34 -4.223 -1.927 -1.161
C22 -2.024 -0.251 -0.068
H35 3.670 0.092 -3.345
H36 -2.673 -4.758 -0.203
H37 -2.886 0.772 -2.691
C23 0.936 -0.675 3.183
C24 -1.299 -3.863 -2.692
H38 -3.664 -1.854 -2.852

Results of the Mulliken charge analysis, in e, for atoms 1 through 6:
1. H 0.35
2. H 0.41
3. H 0.35
4. N -0.54
5. C -0.16
6. H 0.39